ORCA calculation (ωB97M-V with the def2-TZVPD basis set) on a 10-piece molecular cluster, C39H53F4N3O12 overall at a distorted geometry.

The geometry in ORCA input format:
```
! RIJCOSX wB97M-V def2-TZVPD def2/J DEFGRID3
* xyz -1 2
C 7.40490 18.22373 35.99969
N 7.46984 17.53387 37.35676
O 6.42110 17.14108 37.72834
O 8.54024 17.65433 37.86734
H 6.71125 17.66632 35.37020
H 8.36125 18.32989 35.48762
H 7.02750 19.22517 36.20651
C 1.94161 12.46531 32.42045
N 1.87978 10.96980 32.53284
O 1.28074 10.42063 33.40810
O 2.43516 10.38172 31.61556
H 1.23029 12.62373 31.60989
H 2.98256 12.71130 32.21061
H 1.74428 12.87413 33.41142
C 9.61665 19.56089 30.82008
N 8.74283 18.37282 31.01721
O 7.52490 18.59075 31.12148
O 9.24821 17.24860 30.98829
H 10.58319 19.13022 31.08164
H 9.17448 20.36037 31.41457
H 9.61731 19.78666 29.75371
O 8.02374 11.95233 25.90313
C 8.07702 11.76669 27.13766
O 7.67711 12.56066 28.13249
C 7.18071 13.87648 27.89625
C 7.23152 14.59075 29.27843
C 8.50671 10.45685 27.78157
H 6.18562 13.52391 27.62500
H 7.59400 14.31477 26.98785
H 7.48888 15.64958 29.25126
H 7.96939 14.11132 29.92169
H 6.37046 14.55628 29.94587
H 7.74723 9.67580 27.74632
H 8.54533 10.53965 28.86773
H 9.40358 10.00525 27.35757
O 0.25563 12.66857 38.68864
C 0.72030 11.65525 38.19309
O 1.47773 11.53649 37.08333
C 1.92621 12.63363 36.31147
C 3.12552 12.11279 35.54615
C 0.42932 10.28910 38.71703
H 2.15889 13.58413 36.79158
H 1.14521 12.92130 35.60762
H 3.98699 11.99177 36.20290
H 3.40922 12.74970 34.70831
H 2.96329 11.12488 35.11510
H -0.00108 10.39164 39.71320
H 1.42515 9.87598 38.87755
H -0.17800 9.65002 38.07608
O 7.77796 10.36414 31.39065
C 7.53315 11.32699 32.08414
O 8.39167 12.22255 32.40077
C 9.69184 12.11620 31.86705
C 10.45569 13.42467 32.24607
C 6.21913 11.58874 32.73576
H 9.66715 11.89129 30.80079
H 10.30213 11.29728 32.24784
H 11.54559 13.42167 32.26068
H 10.26575 13.63152 33.29928
H 10.23811 14.32227 31.66722
H 5.43744 10.99106 32.26688
H 5.88149 12.60977 32.91347
H 6.37159 11.13701 33.71596
F 3.19169 14.83786 33.72391
C 4.50722 14.90322 33.80283
C 5.23033 14.83772 35.05349
C 6.62250 14.98563 34.99301
C 7.30167 15.38914 33.79072
C 6.51203 15.54683 32.63413
C 5.16115 15.24718 32.63947
H 4.71008 14.57965 35.96406
H 7.09377 14.79680 35.94625
H 8.36955 15.53864 33.73009
H 6.87389 16.05231 31.75099
H 4.54636 15.44774 31.77449
F 5.63798 11.98010 38.32348
C 6.83191 12.53842 38.15838
C 7.62711 12.13874 37.09346
C 8.92979 12.66713 36.91649
C 9.46289 13.54983 37.87160
C 8.63273 13.99412 38.89522
C 7.40944 13.46376 39.08415
H 7.33802 11.40823 36.35238
H 9.42303 12.23217 36.05980
H 10.47901 13.78992 37.59545
H 8.83497 14.82947 39.54920
H 6.79947 13.66067 39.95337
F 1.26467 15.57279 31.03672
C 1.78822 16.85491 31.01036
C 2.95576 17.19102 30.32940
C 3.45675 18.49030 30.28906
C 2.75023 19.53887 30.91202
C 1.49351 19.15819 31.46924
C 1.06372 17.84682 31.63600
H 3.53374 16.38844 29.89557
H 4.44386 18.52764 29.85243
H 3.14911 20.54249 30.91777
H 0.96649 19.87553 32.08085
H 0.14615 17.76447 32.19964
F 2.69789 17.62896 38.33457
C 3.06474 18.26065 37.18299
C 3.41951 19.62079 37.23526
C 3.80011 20.30383 36.12369
C 3.92689 19.60878 34.88421
C 3.60963 18.27488 34.76184
C 3.13281 17.62098 35.94505
H 3.22185 20.07117 38.19677
H 4.04717 21.35417 36.17000
H 4.25060 20.09526 33.97594
H 3.77179 17.81732 33.79709
H 2.86844 16.57405 35.96607
*
```

Properties
Gap between HOMO and LUMO (alpha / beta) in eV: 3.4 / 7.1
HOMO energy (alpha / beta) in eV: -1.4 / -5.1
⟨S²⟩: 0.75

Atom charges from the Löwdin analysis, given in e for atoms 1 to 99: atom 1 (C): 0.050, atom 2 (N): -0.470, atom 3 (O): 0.082, atom 4 (O): 0.067, atom 5 (H): 0.070, atom 6 (H): 0.098, atom 7 (H): 0.093, atom 8 (C): 0.051, atom 9 (N): -0.453, atom 10 (O): 0.074, atom 11 (O): 0.043, atom 12 (H): 0.111, atom 13 (H): 0.092, atom 14 (H): 0.063, atom 15 (C): -0.041, atom 16 (N): -0.633, atom 17 (O): -0.203, atom 18 (O): -0.187, atom 19 (H): 0.063, atom 20 (H): 0.063, atom 21 (H): 0.058, atom 22 (O): 0.047, atom 23 (C): -0.492, atom 24 (O): -0.049, atom 25 (C): -0.168, atom 26 (C): -0.032, atom 27 (C): 0.013, atom 28 (H): 0.120, atom 29 (H): 0.122, atom 30 (H): 0.069, atom 31 (H): 0.067, atom 32 (H): 0.052, atom 33 (H): 0.086, atom 34 (H): 0.055, atom 35 (H): 0.084, atom 36 (O): 0.094, atom 37 (C): -0.523, atom 38 (O): -0.006, atom 39 (C): -0.208, atom 40 (C): -0.070, atom 41 (C): 0.010, atom 42 (H): 0.126, atom 43 (H): 0.118, atom 44 (H): 0.071, atom 45 (H): 0.040, atom 46 (H): 0.074, atom 47 (H): 0.085, atom 48 (H): 0.089, atom 49 (H): 0.093, atom 50 (O): 0.091, atom 51 (C): -0.592, atom 52 (O): 0.018, atom 53 (C): -0.198, atom 54 (C): -0.046, atom 55 (C): 0.044, atom 56 (H): 0.112, atom 57 (H): 0.119, atom 58 (H): 0.067, atom 59 (H): 0.060, atom 60 (H): 0.070, atom 61 (H): 0.086, atom 62 (H): 0.066, atom 63 (H): 0.089, atom 64 (F): 0.049, atom 65 (C): -0.326, atom 66 (C): -0.014, atom 67 (C): -0.080, atom 68 (C): -0.037, atom 69 (C): -0.058, atom 70 (C): -0.039, atom 71 (H): 0.102, atom 72 (H): 0.082, atom 73 (H): 0.100, atom 74 (H): 0.079, atom 75 (H): 0.095, atom 76 (F): 0.071, atom 77 (C): -0.276, atom 78 (C): -0.029, atom 79 (C): -0.079, atom 80 (C): -0.076, atom 81 (C): -0.108, atom 82 (C): -0.028, atom 83 (H): 0.104, atom 84 (H): 0.098, atom 85 (H): 0.099, atom 86 (H): 0.109, atom 87 (H): 0.116, atom 88 (F): 0.018, atom 89 (C): -0.255, atom 90 (C): -0.040, atom 91 (C): -0.061, atom 92 (C): -0.059, atom 93 (C): -0.092, atom 94 (C): -0.036, atom 95 (H): 0.108, atom 96 (H): 0.106, atom 97 (H): 0.097, atom 98 (H): 0.095, atom 99 (H): 0.114

---

ORCA calculation (ωB97M-V with the def2-TZVPD basis set) on C39H53N5P2Zn as an isolated structure at a distorted geometry.

The geometry in ORCA input format:
```
! RIJCOSX wB97M-V def2-TZVPD def2/J DEFGRID3
* xyz 0 1
Zn 4.14493 -0.98826 -1.56369
C 5.57351 -1.26384 -2.97814
C 4.37287 -0.94528 -3.60998
C 3.38704 -1.93331 -4.17933
C 3.27419 -3.19238 -3.28625
C 3.26253 -2.84903 -1.82299
C 4.37069 -2.90734 -0.96363
C 5.72621 -3.35833 -1.44570
C 6.16693 -2.64529 -2.75950
C -0.34747 -1.02217 1.79637
H 6.32236 -0.46931 -2.89690
H 4.24719 0.07501 -3.99111
H 3.62744 -2.22419 -5.21787
H 2.40085 -1.43448 -4.22400
H 2.33179 -3.71278 -3.52951
H 4.08488 -3.88639 -3.53816
H 2.27553 -2.93710 -1.36484
H 4.17013 -3.07393 0.10248
H 5.77300 -4.45319 -1.59028
H 6.46522 -3.12488 -0.66048
H 7.25690 -2.50850 -2.68760
H 5.99721 -3.31949 -3.60929
H 0.71675 -0.82895 1.99146
H -0.76947 -1.54642 2.66950
H -0.88300 -0.06581 1.65359
P -0.50185 -2.04564 0.35968
P -0.21505 1.25841 -0.58764
N 0.29747 -3.49476 0.72021
N -2.10811 -2.51506 0.24167
N 1.70752 1.24150 -0.69896
N -0.45765 2.57729 -1.64083
C 0.04078 -1.49752 -1.26117
C -0.37797 -0.11126 -1.80820
C 1.36140 -3.64757 1.61672
C 1.76826 -4.96733 1.59153
C 0.96611 -5.65026 0.61653
C 0.08187 -4.73097 0.08556
C -2.92493 -2.74113 1.36107
C -4.14580 -3.19605 0.91527
C -4.09272 -3.26773 -0.50860
C -2.83477 -2.85900 -0.90558
C 2.46392 0.59052 0.24963
C 3.81571 0.56358 -0.14115
C 3.86561 1.27697 -1.40997
C 2.55314 1.63652 -1.72267
C -0.13927 2.76397 -2.99376
C -0.55028 4.02877 -3.37804
C -1.17996 4.64020 -2.24367
C -1.12445 3.73400 -1.19778
H -0.28018 -2.26415 -1.98439
H 1.14199 -1.53099 -1.22927
H 0.24077 0.10536 -2.69805
H -1.42784 -0.12108 -2.14606
H 1.69290 -2.80903 2.21102
H 2.54521 -5.40096 2.20594
H 1.04024 -6.69491 0.34691
H -0.69314 -4.83247 -0.65953
H -2.53585 -2.58188 2.35786
H -4.98444 -3.45481 1.54497
H -4.88579 -3.59107 -1.16602
H -2.37693 -2.79913 -1.88209
H 2.03827 0.33425 1.21064
H 4.65990 0.35911 0.52205
H 4.76106 1.64286 -1.91284
H 2.19917 2.25633 -2.53047
H 0.36012 1.98790 -3.55850
H -0.39697 4.47771 -4.35157
H -1.60801 5.63049 -2.19399
H -1.49420 3.76120 -0.18320
C -4.12238 4.30085 5.34407
C -3.05533 3.84573 4.38435
C -1.71703 4.14327 4.65703
C -0.69734 3.73910 3.78614
C 0.72768 4.09448 4.10961
C -1.02726 3.02073 2.64459
C -2.38629 2.67821 2.30680
C -3.38279 3.13705 3.23429
N -2.60298 1.98361 1.17742
C -3.94286 1.65675 0.64231
C -4.70499 0.71505 1.56628
C -4.76010 2.90729 0.33864
C -3.75148 0.91887 -0.68072
H -3.98406 3.85061 6.33654
H -4.09632 5.39039 5.48034
H -5.11817 4.02645 4.98308
H -1.46149 4.70269 5.56099
H 0.85646 5.18267 4.18439
H 1.03262 3.66972 5.07537
H 1.40851 3.72067 3.33923
H -0.24137 2.70074 1.95562
H -4.43346 2.93199 3.03256
H -4.93872 1.17433 2.52778
H -5.64490 0.41713 1.08838
H -4.11457 -0.18649 1.76090
H -4.21239 3.55739 -0.35353
H -5.70392 2.61076 -0.13249
H -4.99140 3.48235 1.23682
H -3.24062 1.54427 -1.42172
H -3.17462 -0.00241 -0.53675
H -4.73193 0.63920 -1.08574
*
```

Properties
Gap between HOMO and LUMO (alpha / beta) in eV: 5.1 / 5.1
HOMO energy (alpha / beta) in eV: -5.2 / -5.2

Atom charges from the Löwdin analysis, given in e for atoms 1 to 99: atom 1 (Zn): 0.641, atom 2 (C): -0.242, atom 3 (C): -0.250, atom 4 (C): -0.213, atom 5 (C): -0.203, atom 6 (C): -0.261, atom 7 (C): -0.283, atom 8 (C): -0.224, atom 9 (C): -0.200, atom 10 (C): -0.152, atom 11 (H): 0.097, atom 12 (H): 0.100, atom 13 (H): 0.105, atom 14 (H): 0.098, atom 15 (H): 0.105, atom 16 (H): 0.098, atom 17 (H): 0.049, atom 18 (H): 0.090, atom 19 (H): 0.103, atom 20 (H): 0.104, atom 21 (H): 0.104, atom 22 (H): 0.099, atom 23 (H): 0.041, atom 24 (H): 0.078, atom 25 (H): 0.032, atom 26 (P): 0.971, atom 27 (P): 1.141, atom 28 (N): -0.189, atom 29 (N): -0.190, atom 30 (N): -0.171, atom 31 (N): -0.269, atom 32 (C): -0.282, atom 33 (C): -0.347, atom 34 (C): -0.111, atom 35 (C): -0.064, atom 36 (C): -0.060, atom 37 (C): -0.098, atom 38 (C): -0.105, atom 39 (C): -0.060, atom 40 (C): -0.058, atom 41 (C): -0.119, atom 42 (C): -0.153, atom 43 (C): -0.190, atom 44 (C): -0.142, atom 45 (C): -0.117, atom 46 (C): -0.163, atom 47 (C): -0.080, atom 48 (C): -0.077, atom 49 (C): -0.117, atom 50 (H): 0.102, atom 51 (H): 0.051, atom 52 (H): 0.076, atom 53 (H): 0.079, atom 54 (H): 0.107, atom 55 (H): 0.104, atom 56 (H): 0.103, atom 57 (H): 0.109, atom 58 (H): 0.110, atom 59 (H): 0.108, atom 60 (H): 0.105, atom 61 (H): 0.108, atom 62 (H): 0.089, atom 63 (H): 0.110, atom 64 (H): 0.120, atom 65 (H): 0.096, atom 66 (H): 0.092, atom 67 (H): 0.095, atom 68 (H): 0.095, atom 69 (H): 0.087, atom 70 (C): -0.069, atom 71 (C): -0.304, atom 72 (C): -0.075, atom 73 (C): -0.317, atom 74 (C): -0.074, atom 75 (C): -0.045, atom 76 (C): -0.333, atom 77 (C): -0.025, atom 78 (N): -0.011, atom 79 (C): -0.660, atom 80 (C): -0.055, atom 81 (C): -0.051, atom 82 (C): -0.079, atom 83 (H): 0.076, atom 84 (H): 0.077, atom 85 (H): 0.067, atom 86 (H): 0.106, atom 87 (H): 0.077, atom 88 (H): 0.075, atom 89 (H): 0.062, atom 90 (H): 0.060, atom 91 (H): 0.069, atom 92 (H): 0.062, atom 93 (H): 0.079, atom 94 (H): 0.059, atom 95 (H): 0.078, atom 96 (H): 0.079, atom 97 (H): 0.064, atom 98 (H): 0.068, atom 99 (H): 0.042